Record 1
ORCA calculation (ωB97M-V/def2-TZVPD) on a molecular structure, C21H19BN9O3S4V.

CARTESIAN COORDINATES (ANGSTROEM)
V: -0.94381 1.02702 1.11150
C: -1.91330 -2.79242 -0.50981
C: -2.22694 -1.47478 -0.18696
N: -1.25756 -0.95449 0.55669
N: -0.32091 -1.90028 0.73779
C: -0.68846 -3.02323 0.09119
B: 0.92228 -1.50013 1.55166
N: 0.42514 -0.90582 2.90783
C: 0.69902 -1.30685 4.16039
C: 0.04724 -0.46424 5.04132
C: -0.62041 0.45002 4.22595
N: -0.39149 0.15968 2.95016
N: 1.65236 -0.34881 0.80712
C: 2.77195 -0.36106 0.06830
C: 2.95506 0.90210 -0.46738
C: 1.85876 1.63496 -0.02469
N: 1.07908 0.86553 0.73317
N: 1.88102 -2.63723 1.83689
C: 3.13859 -2.51762 2.34376
C: 3.58192 -3.77089 2.67329
C: 2.50577 -4.61439 2.33568
N: 1.49172 -3.92841 1.84571
H: -2.48213 -3.47831 -1.11094
H: -3.07728 -0.87299 -0.46462
H: -0.06738 -3.89738 0.12392
H: 1.32404 -2.16573 4.34301
H: 0.05082 -0.51168 6.11547
H: -1.25868 1.27817 4.48509
H: 3.36125 -1.25452 -0.04032
H: 3.74909 1.22264 -1.11748
H: 1.57567 2.65375 -0.23260
H: 3.61306 -1.55450 2.44308
H: 4.53726 -4.04039 3.08866
H: 2.43264 -5.68598 2.42645
O: 0.83400 -2.01844 -3.22694
S: 1.09601 -0.60879 -3.23274
O: 2.46041 -0.18191 -3.36512
N: 0.41383 0.09740 -1.88955
C: -0.53151 0.92009 -2.22131
S: -1.42653 1.88582 -1.12937
C: -0.79363 1.04999 -3.68195
C: -1.72753 1.83554 -4.33700
C: -1.78048 1.77274 -5.72366
C: -0.92350 0.94507 -6.43937
C: 0.01449 0.15539 -5.78378
C: 0.05450 0.23091 -4.40996
H: -2.39457 2.47565 -3.77526
H: -2.50257 2.37637 -6.25787
H: -0.98736 0.91578 -7.51913
H: 0.68759 -0.49346 -6.32841
C: -3.18508 5.37081 1.75470
O: -3.57515 3.99329 1.80561
C: -2.64599 3.06089 1.87748
S: -0.99685 3.40552 1.89554
S: -3.18435 1.46090 1.91306
H: -4.11339 5.92967 1.70687
H: -2.57618 5.55268 0.87022
H: -2.62153 5.63632 2.64864

Forces on atoms 1 to 2 (eV/Å):
0.0 0.2 0.1
0.1 0.0 0.0

For the LUMO energy (alpha / beta), the calculation gives -0.034 / -0.008 hartree. The energy above the lowest of the compared OMol25 structures with the same formula, charge and spin comes out at 1.9 kcal per mole. The total energy comes out at -4091.991493 Eh. As for the expectation value of S²: 2.015. As for the spin multiplicity: 3. The value obtained for the gap between HOMO and LUMO (alpha / beta) is 7.63 / 8.39 eV. The calculation puts the HOMO energy (alpha / beta) at -8.548 / -8.601 eV.

Atomic partial charges in e from the natural (NBO) method, atoms 1 to 4: 1.034 -0.329 -0.001 -0.374

=====

Record 2
ORCA calculation (ωB97M-V/def2-TZVPD) on a molecular structure, C21H19Br2F2N4O2SZn.

CARTESIAN COORDINATES (ANGSTROEM)
Zn: 0.34218 -0.15520 -0.00114
Br: 5.30937 0.88201 4.77247
C: 3.98843 0.63836 3.43611
C: 4.25172 -0.16277 2.34208
C: 3.24622 -0.30037 1.39426
N: 2.07034 0.30229 1.49555
C: 1.81850 1.05632 2.57042
C: 2.76397 1.26116 3.57171
C: 0.46056 1.68113 2.61058
C: 0.04495 2.59840 3.57317
C: -1.23611 3.10046 3.42680
Br: -1.88032 4.34837 4.70703
C: -2.04153 2.72777 2.36527
C: -1.52575 1.81687 1.44683
N: -0.31562 1.30826 1.61062
H: 5.19811 -0.66964 2.22419
H: 3.38322 -0.92006 0.51734
H: 2.55251 1.87668 4.43243
H: 0.67276 2.91972 4.39016
H: -3.03402 3.13762 2.24342
H: -2.00633 1.48390 0.52396
C: -2.08754 -3.64841 -2.76891
S: -1.06825 -2.22039 -2.34144
O: -0.53357 -1.78544 -3.67686
C: -2.40394 -1.14599 -1.84479
C: -2.59050 0.05333 -2.51253
C: -3.62759 0.88122 -2.11053
C: -4.41194 0.54095 -1.01471
C: -4.17015 -0.63409 -0.31724
C: -3.15823 -1.48999 -0.73709
H: -2.78320 -3.35228 -3.55242
H: -2.62434 -3.99386 -1.88705
H: -1.41162 -4.42409 -3.12650
H: -1.91838 0.32288 -3.31168
H: -3.78612 1.82314 -2.61983
H: -5.20188 1.20782 -0.68759
H: -4.75979 -0.88517 0.55607
H: -2.94412 -2.39298 -0.17606
O: -0.65437 0.81470 -1.17298
N: 2.02182 -0.79329 -2.87335
C: 2.98148 -0.37098 -3.71815
C: 3.71284 0.58711 -3.05770
C: 3.07640 0.70148 -1.80694
N: 2.05270 -0.12994 -1.71054
H: 1.15399 -1.27123 -3.14155
H: 3.04838 -0.75650 -4.72155
H: 4.55722 1.14005 -3.43182
H: 3.30207 1.36579 -0.98781
F: 1.25409 -2.54155 1.49775
C: 0.05784 -1.95291 0.97508
F: -0.72541 -1.76704 2.13916
H: -0.42107 -2.81362 0.48633

Forces on atoms 1 to 2 (eV/Å):
-0.7 0.0 -0.5
0.0 0.0 0.0

For the LUMO energy, the calculation gives 0.080 hartree. The energy above the lowest of the compared OMol25 structures with the same formula, charge and spin comes out at 41.7 kcal per mole. The total energy comes out at -8706.359355 Eh. As for the spin multiplicity: 1. As for the charge: -1. The value obtained for the gap between HOMO and LUMO is 4.53 eV. The calculation puts the HOMO energy at -2.348 eV.

Atomic partial charges in e from the natural (NBO) method, atoms 1 to 4: 1.564 0.048 -0.024 -0.301

=====

Record 3
ORCA calculation (ωB97M-V/def2-TZVPD) on 3 unconnected molecules or ions with the total composition C21H19BrIN2O11P.

CARTESIAN COORDINATES (ANGSTROEM)
C: -5.10088 -0.81666 0.11192
C: -4.93757 0.23996 -0.97751
C: -3.51548 0.59775 -1.44547
I: -3.55034 2.64005 -2.15696
C: -2.29798 0.34179 -0.54812
C: -2.01648 -1.08576 -0.45100
N: -1.88420 -2.22771 -0.31473
C: -2.17282 1.00674 0.86115
C: -3.30761 1.80326 1.25872
N: -4.21937 2.44927 1.54584
C: -0.88410 1.88394 0.93061
C: -1.05847 3.36086 0.66463
O: -0.89182 3.85835 -0.39511
Br: -1.48364 4.56169 2.15700
P: -1.84427 -0.18181 2.34743
O: -0.38584 -0.86839 2.01556
O: -3.00364 -1.30977 2.43534
H: -5.00087 -0.35467 1.08129
H: -6.12593 -1.16016 0.07469
H: -4.48571 -1.69733 0.00272
H: -5.42796 1.13691 -0.63584
H: -5.50612 -0.06823 -1.84364
H: -3.32913 0.04743 -2.35281
H: -1.46050 0.71636 -1.12192
H: -0.49099 1.80671 1.94161
H: -0.11288 1.51102 0.27298
H: -0.48957 -1.67781 1.49427
H: -2.99286 -1.97466 1.72985
C: 2.08636 2.18888 -5.17100
C: 1.29240 1.53254 -4.31795
C: 1.18975 1.92461 -2.87334
O: 0.43224 1.29451 -2.15607
C: 1.99796 3.03266 -2.39936
C: 2.79595 3.68931 -3.25131
C: 2.88197 3.31488 -4.70265
O: 3.61307 3.96457 -5.42222
O: 3.55723 4.70687 -2.87680
O: 0.54540 0.49730 -4.68793
H: 2.16710 1.91686 -6.21364
H: 1.92473 3.29617 -1.35393
H: 4.02751 4.99986 -3.67931
H: 0.07035 0.21150 -3.88785
C: 4.29530 -3.30464 1.98360
C: 4.70623 -4.32412 2.74718
C: 3.95525 -4.74540 3.97642
O: 4.37806 -5.69252 4.61062
C: 2.76481 -3.99635 4.34555
C: 2.35334 -2.97265 3.58513
C: 3.09141 -2.56870 2.34011
O: 2.65373 -1.64415 1.68294
O: 1.27595 -2.25587 3.87721
O: 5.79612 -5.03058 2.47357
H: 4.82715 -2.99541 1.09515
H: 2.24150 -4.29797 5.24160
H: 1.19483 -1.57866 3.17461
H: 5.86129 -5.70262 3.17716

Forces on atoms 1 to 2 (eV/Å):
-0.4 0.3 -0.2
0.1 -0.1 0.3

For the LUMO energy, the calculation gives -0.066 hartree. The total energy comes out at -4961.844954 Eh. As for the spin multiplicity: 1. The value obtained for the gap between HOMO and LUMO is 7.68 eV. The calculation puts the HOMO energy at -9.490 eV. As for the SMILES: CC[C@@H](I)[C@H](C#N)[C@](C#N)(CC(=O)Br)P(O)O.O=C1C=C(O)C(=O)C=C1O.O=C1C=C(O)C(=O)C=C1O.

Atomic partial charges in e from the natural (NBO) method, atoms 1 to 4: -0.627 -0.451 -0.252 0.124

=====

Record 4
ORCA calculation (ωB97M-V/def2-TZVPD) on a molecular structure, C21H19IrN4O3S3.

CARTESIAN COORDINATES (ANGSTROEM)
Ir: -0.02248 -1.24773 1.31331
S: -0.01241 0.07286 3.32377
C: -1.65029 -0.44100 3.52516
S: -2.16059 -1.41959 2.18612
C: -2.41274 -0.11135 4.61811
C: -3.75977 -0.56976 4.72813
N: -4.83972 -0.95663 4.80766
C: -1.86538 0.68945 5.66842
N: -1.41194 1.34553 6.49660
O: -0.87338 -1.33744 -1.35527
C: -0.91167 -0.23672 -2.18903
C: 0.33777 1.41261 -0.90069
O: 0.27509 2.34083 -1.58609
O: 0.63133 0.73059 0.02820
C: -2.10978 0.55547 -2.10812
C: -3.09077 0.29518 -1.13513
C: -4.22300 1.08329 -1.06239
C: -4.40078 2.14104 -1.94787
C: -3.43690 2.40616 -2.91610
C: -2.29952 1.62818 -2.99892
C: -0.14112 -0.39959 -3.45014
C: 1.21691 -0.10942 -3.55198
C: 1.90179 -0.35544 -4.73347
C: 1.23690 -0.90032 -5.82155
C: -0.11587 -1.20006 -5.72829
C: -0.80188 -0.95015 -4.55152
H: -0.28572 -1.99597 -1.74977
H: -2.96913 -0.53644 -0.45694
H: -4.97799 0.86796 -0.31755
H: -5.29053 2.75324 -1.88743
H: -3.57440 3.22528 -3.60929
H: -1.54674 1.84265 -3.74621
H: 1.75396 0.31783 -2.71333
H: 2.95464 -0.11688 -4.80350
H: 1.77194 -1.08940 -6.74266
H: -0.63897 -1.62458 -6.57481
H: -1.86038 -1.16936 -4.47805
C: 3.77393 -1.14870 4.85911
N: 3.30773 -1.77877 3.61962
C: 2.93262 -1.21604 2.48549
S: 2.06792 -2.24871 1.34255
N: 3.16521 0.03776 2.14159
C: 4.05312 1.02483 2.76212
H: 3.44667 -1.77223 5.68643
H: 3.32385 -0.16853 4.97931
H: 4.85880 -1.07300 4.89295
H: 3.10466 -2.76530 3.67115
H: 2.71044 0.32260 1.28612
H: 4.91019 0.53683 3.21393
H: 3.53243 1.62772 3.50435
H: 4.41600 1.68119 1.97591

Forces on atoms 1 to 2 (eV/Å):
-0.2 0.0 0.2
-0.2 0.0 0.0

For the LUMO energy (alpha / beta), the calculation gives -0.111 / -0.229 hartree. The energy above the lowest of the compared OMol25 structures with the same formula, charge and spin comes out at 0.0 kcal per mole. The total energy comes out at -2554.934844 Eh. As for the expectation value of S²: 8.836. As for the spin multiplicity: 6. As for the charge: +1. The value obtained for the gap between HOMO and LUMO (alpha / beta) is 6.98 / 5.65 eV. The calculation puts the HOMO energy (alpha / beta) at -10.006 / -11.877 eV.

Atomic partial charges in e from the natural (NBO) method, atoms 1 to 4: 0.782 0.129 -0.314 0.009